[1]
Here is a molecular structure, C36H50N8O10P2RbS from the OMol25 dataset. Energies are from the ωB97M-V functional and the def2-TZVPD basis.

XYZ file:
```
108
Properties=species:S:1:pos:R:3:forces:R:3
Rb -0.11749 -0.41514 -0.24671 -0.7 0.3 -0.3
C -3.68598 0.22033 1.65671 0.0 0.0 0.0
N -2.28879 0.59029 1.69431 0.1 -0.1 0.0
C -1.86379 1.10218 2.97794 0.0 0.0 0.0
C -0.42895 1.52812 2.89803 0.1 0.0 0.0
N 0.17634 1.95479 1.82940 0.0 0.0 0.0
C 1.47026 2.24942 2.23511 0.0 0.0 0.1
C 2.54581 2.74640 1.50164 0.0 0.0 0.0
C 3.73530 2.96516 2.17495 0.0 0.0 0.0
C 3.86573 2.69626 3.54476 0.0 0.0 0.0
C 2.80836 2.19622 4.28499 0.0 0.0 0.0
C 1.61731 1.98126 3.60444 0.0 0.0 0.0
N 0.37592 1.53299 4.00820 0.0 0.0 0.0
C -3.95500 -0.59074 0.43171 0.0 -0.1 0.0
N -3.11173 -0.85744 -0.52434 -0.1 0.2 -0.1
C -3.81615 -1.64476 -1.42298 0.0 -0.1 0.1
C -3.40850 -2.19643 -2.63303 0.0 0.0 0.0
C -4.32224 -2.96026 -3.33746 0.0 0.0 0.0
C -5.61850 -3.17712 -2.85229 0.0 0.0 0.0
C -6.04158 -2.63050 -1.65237 0.0 0.0 0.0
C -5.12043 -1.86165 -0.95486 0.0 0.0 0.0
N -5.18604 -1.15899 0.23165 0.0 0.0 0.0
H -4.30942 1.12277 1.63346 0.0 0.0 0.0
H -4.00036 -0.37807 2.52642 0.0 0.0 0.0
H -1.77691 -0.27869 1.55596 -0.2 0.0 0.2
H -1.98179 0.36523 3.78917 0.0 0.0 0.0
H -2.47254 1.97434 3.24282 0.0 0.0 0.0
H 2.44093 2.94516 0.44209 0.0 0.0 0.0
H 4.58716 3.35878 1.63341 0.0 0.0 0.0
H 4.81256 2.88683 4.03629 0.0 0.0 0.0
H 2.90881 1.98504 5.34252 0.0 0.0 0.0
H 0.14444 1.11567 4.89165 0.0 0.0 0.0
H -2.40331 -2.02766 -2.99856 0.0 0.0 0.0
H -4.03065 -3.40527 -4.28022 0.0 0.0 0.0
H -6.30402 -3.78604 -3.42783 0.0 0.0 0.0
H -7.04305 -2.79876 -1.27720 0.0 0.0 0.0
H -5.89705 -1.23506 0.93807 0.0 0.0 0.0
C -3.77820 1.91206 -2.70301 0.0 0.0 0.0
C -2.40862 2.47657 -2.84786 -0.1 0.0 0.0
N -1.32699 2.01283 -2.27052 0.2 -0.1 0.0
C -0.30152 2.84791 -2.64890 -0.1 0.0 0.0
C -0.78841 3.83384 -3.47745 0.1 0.0 0.0
N -2.12842 3.57634 -3.58889 0.0 0.0 0.0
C -0.23486 4.99714 -4.21950 -0.4 -0.1 0.1
O 1.04025 5.22244 -4.10110 0.4 -0.3 0.2
O -0.99317 5.67701 -4.89165 0.1 0.0 0.0
C 1.10215 2.62780 -2.16696 0.2 0.2 0.1
O 1.98892 3.44418 -2.56742 -0.2 0.2 -0.3
O 1.30242 1.66799 -1.41054 0.1 -0.1 0.0
H -3.70459 0.95093 -2.20068 0.0 0.0 0.0
H -4.26039 1.77752 -3.67266 0.0 0.0 0.0
H -4.40498 2.57134 -2.09824 0.0 0.0 0.0
H -2.74626 4.14928 -4.14051 0.0 0.0 0.0
H 1.48287 4.49157 -3.47108 -0.1 0.2 -0.1
C 5.77675 -1.59884 3.48620 0.0 0.0 0.0
C 5.37013 -0.88329 2.21324 0.0 0.0 0.0
C 6.14788 0.39950 1.98838 -0.1 0.0 0.0
O 3.97204 -0.55614 2.32678 0.0 0.0 0.0
P 2.87270 -1.16231 1.34415 0.3 0.0 0.1
O 1.52639 -0.92387 1.87215 0.2 0.0 0.1
C 3.23211 -0.45491 -0.27726 0.0 0.0 0.1
P 2.87214 -1.50118 -1.69947 0.2 0.0 -0.1
O 1.56251 -2.16968 -1.65554 0.2 0.0 0.0
O 4.03529 -2.58335 -1.79585 -0.1 -0.1 0.0
C 5.37730 -2.47724 -2.29973 0.1 0.0 0.0
C 6.12466 -1.26425 -1.77183 0.0 -0.1 0.0
C 5.38720 -2.54523 -3.81690 0.0 0.0 0.0
O 3.11688 -0.48094 -2.88067 0.0 -0.1 0.0
C 2.50140 -0.46972 -4.20230 0.0 0.0 0.0
C 0.98491 -0.48261 -4.14725 0.0 0.0 0.1
C 3.04568 0.77880 -4.86541 0.0 0.0 0.0
O 3.28308 -2.68304 1.14743 -0.1 0.0 0.0
C 2.67118 -3.73505 1.95454 0.0 -0.1 0.0
C 3.68714 -4.85757 1.99228 0.0 0.0 0.0
C 1.35043 -4.14837 1.34220 0.0 0.0 0.0
H 6.83415 -1.86654 3.45014 0.0 0.0 0.0
H 5.18848 -2.50744 3.61688 0.0 0.0 0.0
H 5.60397 -0.94842 4.34516 0.0 0.0 0.0
H 5.51092 -1.56140 1.36460 0.0 0.0 0.0
H 5.99802 1.07611 2.83034 0.0 0.0 0.0
H 5.80519 0.91060 1.08801 0.0 0.0 0.0
H 7.21245 0.18155 1.88761 0.0 0.0 0.0
H 4.27895 -0.14913 -0.30504 -0.1 0.0 0.0
H 2.63916 0.46283 -0.40842 0.0 0.0 0.0
H 5.85436 -3.37787 -1.90712 0.0 0.0 0.0
H 5.66143 -0.33899 -2.11514 0.0 0.0 0.0
H 7.15095 -1.29129 -2.14080 0.0 0.0 0.0
H 6.16070 -1.26705 -0.68059 0.0 0.0 -0.1
H 5.02336 -1.61414 -4.24952 0.0 0.0 0.0
H 4.76057 -3.36782 -4.16114 0.0 0.0 0.0
H 6.40654 -2.71176 -4.16925 0.0 0.0 0.0
H 2.85072 -1.36227 -4.73035 0.0 0.0 0.0
H 0.61843 0.32589 -3.51778 0.0 0.1 0.0
H 0.61132 -1.42579 -3.75523 0.0 0.0 0.0
H 0.59991 -0.34099 -5.15895 0.0 0.0 0.0
H 2.75131 1.65935 -4.29148 0.0 0.0 0.0
H 2.65162 0.86602 -5.87871 0.0 0.0 0.0
H 4.13588 0.74822 -4.91452 0.0 0.0 0.0
H 2.50700 -3.33733 2.96029 0.0 0.0 0.0
H 3.86372 -5.22641 0.98046 0.0 0.0 0.0
H 3.30954 -5.67727 2.60419 0.0 0.0 0.0
H 4.63693 -4.51814 2.40922 0.0 0.0 0.0
H 1.49512 -4.40953 0.29232 0.0 0.0 0.0
H 0.61060 -3.35341 1.41882 0.0 0.0 0.0
H 0.95808 -5.01444 1.87872 0.0 0.0 0.0
S -3.68918 -2.73822 3.93463 -0.1 0.0 0.1
C -2.48353 -2.52327 2.82266 0.1 0.0 -0.1
N -1.64262 -2.33601 2.03355 0.0 0.0 0.0
```
Forces are in eV/Å.

## Properties
Lowest unoccupied orbital energy ... 1.97 eV
HOMO energy ... -4.9 eV
Total charge ... -1
Calculated total energy ... -3697.77687 a.u.
Gap between HOMO and LUMO ... 6.91 eV


[2]
Here is a molecular structure, C39H32Cl8N10O7RbS3 in a non-equilibrium geometry from the OMol25 dataset. Energies are from the ωB97M-V functional and the def2-TZVPD basis.

XYZ file:
```
100
Properties=species:S:1:pos:R:3:forces:R:3
Rb 0.78361 0.82024 1.15353 0.4 -0.1 0.4
N -3.84399 1.01189 2.32559 -0.4 0.0 -0.6
N -3.22034 -0.22127 1.87730 0.0 1.4 0.1
C -2.07657 -0.18571 1.04237 0.6 0.1 -0.7
O -1.39576 -1.26507 1.04641 -0.5 1.2 0.1
O -1.82810 0.87501 0.36990 -0.5 -1.2 0.7
H -3.17498 1.70652 2.65779 0.3 -0.5 -0.1
H -4.34162 1.52138 1.55509 0.7 -1.3 0.6
H -3.05701 -0.89587 2.62367 -0.5 0.5 -0.1
Cl 2.04945 8.91135 4.36996 -0.3 -0.1 0.1
C 1.89386 7.31731 3.69342 0.4 0.6 0.5
C 2.83685 6.87792 2.78157 0.2 -0.6 -0.5
Cl 4.17594 7.92004 2.40928 -0.1 -0.2 -0.2
C 2.74490 5.60411 2.21829 0.2 0.4 0.4
Cl 3.94478 5.09707 1.09420 0.1 -0.2 -0.3
C 1.75037 4.63200 2.58578 0.0 0.7 0.5
O 1.67020 3.50224 2.04049 -0.2 -0.3 0.1
C 0.91186 5.09534 3.67096 0.6 0.8 -0.9
Cl -0.28571 4.02526 4.23135 -0.4 -0.7 0.1
C 0.96875 6.40989 4.15655 -0.9 -1.2 0.2
Cl -0.21074 6.82447 5.37079 0.4 0.4 -0.1
O 7.47617 0.13782 5.97329 0.0 -1.2 0.3
N 7.03927 -1.01035 5.93933 -0.5 0.8 -1.0
O 7.22087 -1.86624 6.77478 0.1 0.2 0.0
C 6.19990 -1.37940 4.72967 0.3 0.0 0.6
C 6.24278 -2.68132 4.37241 0.0 2.0 0.0
C 5.50034 -3.09098 3.27613 -1.1 -1.5 -1.5
C 5.44165 -4.46088 2.88442 0.7 0.0 -0.1
C 4.54702 -4.88715 1.94096 0.2 -1.1 0.5
C 3.69077 -3.95353 1.35844 -0.6 0.2 0.2
N 3.72843 -2.69293 1.68339 0.6 1.2 0.0
C 4.64520 -2.22738 2.59333 -1.6 0.2 -0.3
C 4.56350 -0.81492 2.98611 0.7 -0.5 -0.1
N 3.80926 0.04580 2.27495 -0.2 0.0 0.1
C 3.77021 1.30114 2.66944 0.2 0.8 -0.4
C 4.44721 1.80565 3.79422 0.9 -0.4 -0.1
C 5.32879 0.97622 4.44385 -0.7 -0.1 0.5
C 5.38416 -0.39673 4.05321 0.4 0.6 0.6
H 6.79276 -3.38121 4.90246 1.1 -1.1 1.0
H 6.17963 -5.16150 3.29753 -0.5 0.2 0.1
H 4.41890 -5.96159 1.75105 0.3 0.6 -0.2
H 2.88461 -4.25075 0.66979 0.5 0.1 0.2
H 3.28512 2.06813 2.04717 -0.3 -0.6 0.1
H 4.38831 2.86511 4.02158 -0.2 -0.2 0.1
H 5.90168 1.32248 5.30937 -0.2 -0.1 -0.7
Cl -6.06526 0.62534 -6.93224 0.1 -0.2 0.2
C -5.56335 -0.46967 -5.66276 0.2 0.0 0.1
C -4.20729 -0.61045 -5.38019 0.6 0.3 -1.0
C -3.85556 -1.49366 -4.35520 -0.3 0.1 0.0
C -4.78543 -2.26222 -3.65608 -0.6 0.1 0.0
C -4.42788 -3.26791 -2.55782 -0.2 1.0 0.1
C -3.01874 -3.85697 -2.48366 0.0 -1.3 -0.7
N -1.77123 -3.12898 -2.57062 0.7 0.8 1.3
C -1.06926 -2.83912 -3.71347 0.8 -0.1 0.7
C 0.06853 -2.20683 -3.29374 -0.3 0.2 -0.4
N 0.08775 -2.05271 -1.93748 -0.9 -0.8 0.2
C -1.00773 -2.66287 -1.51351 -0.3 0.4 -1.2
O -4.89193 -2.86416 -1.29882 -0.2 0.4 0.5
C -4.52715 -1.53309 -0.90489 -0.5 -0.2 0.7
C -5.66613 -0.53746 -1.03339 -0.2 0.3 -0.3
C -6.80107 -0.61470 -0.26878 0.9 0.5 -0.8
Cl -7.16485 -1.84856 0.81703 -0.2 -0.5 0.7
S -7.85935 0.68729 -0.54230 -0.5 0.2 0.1
C -6.84251 1.37799 -1.74161 0.2 -1.1 0.6
C -5.72600 0.61803 -1.91515 1.0 -0.5 -0.5
C -6.14336 -2.06580 -3.95881 -0.1 0.9 -1.2
Cl -7.39870 -2.91584 -3.14589 -0.2 -0.2 0.2
C -6.55050 -1.15326 -4.96344 1.0 -0.4 0.6
H -3.46263 -0.06251 -6.05309 -1.0 -0.8 1.5
H -2.84988 -1.60726 -4.01004 0.4 0.4 -0.4
H -5.04149 -4.14016 -2.74962 -0.1 -0.4 -0.2
H -3.02663 -4.51221 -3.38605 0.3 -0.1 0.8
H -2.98779 -4.44069 -1.53346 -0.1 0.2 -0.9
H -1.38920 -3.20368 -4.65856 -0.1 0.0 -0.5
H 0.86568 -1.81842 -3.88462 0.3 0.1 -0.4
H -1.31101 -2.69214 -0.49090 -0.3 0.0 0.4
H -3.68544 -1.22492 -1.48106 0.7 0.6 -0.5
H -4.18742 -1.59196 0.14603 -0.3 0.1 -0.5
H -7.19513 2.25965 -2.20971 0.1 0.6 -0.5
H -4.93731 0.79502 -2.69187 -0.8 0.1 0.9
H -7.57897 -0.94093 -5.22039 -0.1 -0.3 0.3
S -2.78655 2.26696 -4.17525 0.0 0.0 0.1
C -1.28779 2.37125 -3.48358 0.0 -0.4 0.7
N -0.96606 2.24217 -2.18793 0.0 0.4 -0.5
C 0.36895 2.62151 -1.79011 0.4 0.4 -0.9
C 1.21475 2.12520 -2.92494 0.2 -0.3 -1.1
S 0.18159 2.58796 -4.37057 0.6 0.2 -0.7
H -1.57254 1.82306 -1.53145 -1.1 -0.3 1.0
H 0.67275 2.18690 -0.87370 0.0 -0.3 0.6
H 0.47001 3.70024 -1.71670 -0.2 0.3 0.2
H 1.26909 1.03804 -2.88803 0.1 0.0 -0.1
H 2.22267 2.51947 -3.09356 -0.3 0.1 0.5
N 2.70327 -1.31390 -1.09423 -1.1 0.4 0.0
C 3.42052 -0.19087 -0.93502 0.4 0.4 0.3
N 4.79586 -0.36976 -0.86227 0.7 0.2 0.8
O 2.94604 0.94458 -0.88944 -0.3 -0.3 0.0
H 3.18543 -2.20148 -1.02757 -0.6 0.2 0.0
H 1.64749 -1.23505 -1.14112 1.5 -0.8 -0.2
H 5.07352 -1.21533 -0.35530 -0.1 0.5 -0.3
H 5.23293 0.46532 -0.44425 -0.4 -0.7 -0.4
```
Forces are in eV/Å.

## Properties
Lowest unoccupied orbital energy ... 0.30 eV
HOMO energy ... -5.2 eV
Total charge ... -1
Calculated total energy ... -7479.91789 a.u.
Gap between HOMO and LUMO ... 5.45 eV


> Number 1 is which compound?

C36H50N8O10P2RbS